Record 1
{
  "formula": "C8H18AlF6N4O5PS2",
  "method": "the ωB97M-V functional and the def2-TZVPD basis",
  "charge": 2,
  "e_lumo_ev": -11.9,
  "multiplicity": 1,
  "energy_ha": -2889.44204,
  "relative_energy_kj_mol": 0.0,
  "elements": ["Al", "C", "F", "F", "F", "S", "O", "O", "N", "S", "O", "O", "C", "F", "F", "F", "O", "P", "N", "C", "C", "N", "C", "C", "N", "C", "C", "H", "H", "H", "H", "H", "H", "H", "H", "H", "H", "H", "H", "H", "H", "H", "H", "H", "H"],
  "xyz": [[-0.33021, 1.53606, -1.65714], [3.30730, -0.62131, -1.62598], [3.55804, -1.78335, -2.25016], [2.71514, -0.74874, -0.46541], [4.43030, 0.09588, -1.43053], [2.04660, 0.31746, -2.75592], [2.68952, 0.49789, -4.06311], [0.89996, -0.55191, -2.81308], [1.53897, 1.79754, -1.97505], [2.85113, 2.64842, -1.77110], [3.40427, 2.55813, -0.43926], [3.89570, 2.49681, -2.82097], [2.18059, 4.46561, -1.87881], [1.59622, 4.63119, -3.07764], [1.25331, 4.60442, -0.91988], [3.17532, 5.42201, -1.66676], [-0.97601, 1.03653, -0.16393], [-1.24092, -0.20212, 0.67165], [-1.29664, 0.16487, 2.32814], [-2.40314, 0.81526, 2.93547], [-0.03333, 0.67132, 2.98164], [-0.08470, -1.45106, 0.53021], [0.31743, -1.89966, -0.80914], [0.18281, -2.47549, 1.57122], [-2.67446, -1.09099, 0.33503], [-3.15161, -1.13913, -1.06924], [-3.17237, -2.16549, 1.23309], [-3.32762, 0.39246, 2.54221], [-2.36830, 1.89258, 2.77339], [-2.39166, 0.57668, 3.99898], [0.83057, 0.28645, 2.43973], [-0.03365, 0.49182, 4.05675], [-0.07635, 1.76013, 3.00863], [0.77891, -1.11972, -1.41480], [0.99918, -2.72843, -0.61821], [-0.48676, -2.32237, -1.41138], [-0.29168, -3.43014, 1.34405], [1.25012, -2.69495, 1.54324], [-0.15406, -2.19726, 2.56982], [-2.85774, -0.17209, -1.47739], [-2.51384, -1.90513, -1.51038], [-4.23627, -1.24680, -1.06508], [-2.93989, -1.90803, 2.26642], [-2.63497, -3.09910, 1.06675], [-4.22521, -2.20625, 0.95387]],
  "forces_ev_per_a": [[2.6, -0.6, 0.1], [2.1, 0.7, 0.0], [-0.6, 1.7, 0.9], [0.0, -0.5, 0.4], [-1.5, -1.2, -0.9], [4.1, -0.3, -6.0], [-1.5, 0.1, 3.5], [-2.1, 2.3, -0.9], [-3.7, -3.7, -1.1], [8.4, 5.8, 0.5], [-1.9, -0.5, -0.6], [-3.8, -0.1, 1.9], [1.2, 1.3, -0.2], [0.6, 0.0, 1.0], [0.1, -0.2, -0.3], [-2.3, -2.8, -0.7], [0.4, 1.6, -2.7], [-1.6, -7.1, 5.6], [2.3, -0.4, -1.9], [-1.8, -0.1, 0.1], [-0.6, 0.2, -0.6], [-0.4, 1.9, 0.1], [-0.2, -0.4, 1.0], [-0.1, 0.1, 0.1], [1.0, 2.9, -0.1], [1.3, 0.3, 1.6], [0.9, 0.7, -0.4], [-0.2, 0.3, 0.0], [-0.2, 0.1, 0.2], [0.1, 0.2, 0.0], [0.1, 0.1, 0.4], [0.0, -1.0, -0.2], [0.3, 0.2, -0.7], [-0.7, -1.5, 2.0], [0.2, 0.2, -0.4], [-0.4, -0.1, 0.1], [-0.3, 0.1, -0.3], [0.1, 0.3, 0.3], [0.2, 0.3, -0.2], [-0.4, 0.2, -0.6], [-1.0, -0.2, -0.8], [0.2, -0.3, -0.4], [-0.6, 0.1, 0.0], [-0.3, -0.2, -0.4], [0.0, -0.5, 0.7]]
}



Record 2
{
  "formula": "C8H18B3F4N2O4",
  "method": "the ωB97M-V functional and the def2-TZVPD basis",
  "charge": 1,
  "e_lumo_ev": -3.2,
  "multiplicity": 1,
  "energy_ha": -1200.14456,
  "elements": ["N", "C", "C", "B", "O", "B", "O", "B", "C", "F", "F", "C", "F", "F", "O", "H", "H", "H", "H", "H", "H", "C", "C", "C", "O", "C", "N", "H", "H", "H", "H", "H", "H", "H", "H", "H", "H", "H", "H"],
  "xyz": [[-0.56415, -1.75582, -0.10393], [-0.51962, -0.64275, 0.48649], [-0.70309, 0.72610, -0.08797], [-2.10622, 1.36377, 0.24122], [-2.54920, 2.48873, -0.41015], [-3.31893, 3.37414, 0.32294], [-4.17869, 2.82536, 1.25536], [-4.13500, 1.46485, 1.37245], [-5.46956, 0.60275, 1.61853], [-6.57999, 1.36977, 1.39932], [-5.50909, 0.18542, 2.91843], [-5.60809, -0.61353, 0.68167], [-5.05102, -1.71654, 1.22566], [-4.92464, -0.31139, -0.47165], [-2.92093, 0.83256, 1.22426], [-0.74279, -1.64152, -1.10489], [-0.34086, -0.68011, 1.56732], [-0.58906, 0.70235, -1.17634], [0.04048, 1.41758, 0.32588], [-3.20420, 4.54265, 0.18779], [-6.64878, -0.80373, 0.41727], [5.27013, -0.50283, -0.30129], [4.21256, -1.57933, -0.17650], [3.19123, -1.64224, -1.31037], [2.33094, -0.52971, -1.22877], [2.54856, 0.54177, -2.15301], [3.35475, -1.29898, 1.04771], [4.83630, 0.49669, -0.23750], [6.03182, -0.59971, 0.47242], [5.76415, -0.59443, -1.26724], [4.66755, -2.55721, -0.01950], [2.57625, -2.53705, -1.17703], [3.68355, -1.71531, -2.28176], [3.01461, 0.17124, -3.06671], [3.17337, 1.32451, -1.71939], [1.57501, 0.96041, -2.39421], [3.90409, -1.01393, 1.85773], [2.78152, -2.10645, 1.30276], [2.70706, -0.54810, 0.76301]],
  "forces_ev_per_a": [[0.2, -0.2, -0.2], [0.1, 0.1, 0.4], [-0.3, -0.1, -0.2], [-0.3, -0.2, 0.2], [0.7, 0.4, 0.0], [-0.2, -0.1, 0.1], [-0.1, 0.0, -0.4], [0.1, 0.0, 0.2], [0.0, 0.0, 0.2], [0.1, 0.0, 0.0], [-0.1, -0.1, -0.1], [0.1, -0.1, 0.0], [0.0, 0.3, -0.2], [-0.1, 0.0, 0.1], [0.0, -0.1, -0.2], [0.0, 0.0, 0.0], [-0.1, 0.0, 0.0], [0.1, 0.1, 0.0], [0.1, 0.0, -0.1], [-0.1, 0.0, -0.1], [0.0, -0.1, 0.1], [-0.1, 0.1, 0.0], [-0.1, -0.1, 0.1], [-0.1, -0.1, 0.0], [0.0, 0.2, 0.0], [0.0, 0.0, -0.1], [0.0, 0.0, 0.0], [0.0, 0.0, -0.1], [0.0, 0.0, 0.0], [0.0, 0.0, 0.0], [0.0, 0.0, 0.0], [0.0, 0.0, -0.1], [0.1, 0.0, 0.1], [0.0, 0.0, 0.0], [0.0, 0.0, 0.0], [0.0, 0.0, 0.0], [0.0, 0.0, 0.0], [0.0, 0.0, 0.0], [0.0, 0.0, 0.0]]
}



Record 3
{
  "formula": "C8H18BClF4N",
  "method": "the ωB97M-V functional and the def2-TZVPD basis",
  "charge": -1,
  "e_lumo_ev": 1.7,
  "multiplicity": 1,
  "energy_ha": -1255.08372,
  "elements": ["C", "C", "C", "N", "C", "C", "C", "C", "C", "H", "H", "H", "H", "H", "H", "H", "H", "H", "H", "H", "H", "H", "H", "H", "H", "H", "H", "Cl", "B", "F", "F", "F", "F"],
  "xyz": [[-19.59156, 6.40663, -17.52308], [-20.30447, 7.68207, -17.01459], [-19.62384, 8.99842, -17.23615], [-18.77893, 9.57621, -16.01877], [-17.83224, 8.46672, -15.48425], [-19.68080, 10.24516, -14.99620], [-19.82109, 11.71599, -15.37714], [-18.94844, 11.91363, -16.59580], [-17.97152, 10.75667, -16.58569], [-18.50564, 6.37861, -17.43315], [-19.80192, 6.24078, -18.57965], [-19.97687, 5.56311, -16.95027], [-20.55183, 7.68617, -15.95304], [-21.26209, 7.89455, -17.48990], [-20.23867, 9.87272, -17.44990], [-18.89474, 9.05951, -18.04410], [-17.24392, 8.09090, -16.32135], [-18.30378, 7.63567, -14.95974], [-17.21958, 9.00968, -14.76457], [-19.13508, 10.14550, -14.05792], [-20.64988, 9.74735, -14.96177], [-19.75536, 12.32747, -14.47721], [-20.84474, 11.94117, -15.67637], [-18.48008, 12.89773, -16.61250], [-19.53667, 11.73706, -17.49631], [-17.17975, 10.86030, -15.84375], [-17.51260, 10.56845, -17.55629], [-17.65049, 6.71304, -12.29804], [-20.02974, 9.58532, -10.51053], [-20.77702, 8.88296, -9.63654], [-18.87128, 9.90039, -9.74722], [-19.63616, 8.77976, -11.57874], [-20.74143, 10.72153, -10.84506]],
  "forces_ev_per_a": [[-0.6, 0.2, 0.2], [0.0, 0.8, 0.1], [2.0, 2.1, 0.7], [-0.3, -1.1, -2.1], [-0.2, 1.4, 0.1], [0.6, -0.5, 0.5], [-1.6, -0.2, 0.0], [0.5, 0.0, 0.0], [0.4, -0.4, 1.3], [-0.1, 0.4, 0.3], [-0.1, 0.0, 0.0], [0.1, -0.1, -0.2], [0.1, -0.6, 0.2], [-0.2, -0.9, -0.2], [-0.8, -0.5, 0.1], [0.1, -0.7, -0.2], [0.0, 0.2, 0.0], [-0.4, 0.2, 0.2], [0.2, -0.5, 0.1], [-0.4, -0.2, 0.3], [0.4, -0.3, 0.2], [1.0, 0.2, -0.2], [-0.2, -0.3, -0.1], [0.1, -0.2, -0.3], [-0.2, 0.7, 0.0], [0.1, 0.4, -0.1], [-0.2, -0.4, 0.1], [0.4, -0.3, -0.9], [1.9, -0.7, 0.8], [-2.1, -1.6, 1.3], [0.6, 0.9, -0.4], [-0.6, 0.8, -0.8], [-0.3, 1.2, -1.1]]
}



Record 4
{
  "formula": "C8H18Br2NP",
  "method": "the ωB97M-V functional and the def2-TZVPD basis",
  "charge": 0,
  "e_lumo_ev": 0.2,
  "multiplicity": 1,
  "smiles": "CC(C)(C)N(P(Br)Br)C(C)(C)C",
  "energy_ha": -5859.72960,
  "relative_energy_kj_mol": 0.0,
  "elements": ["C", "C", "C", "C", "N", "P", "Br", "Br", "C", "C", "C", "C", "H", "H", "H", "H", "H", "H", "H", "H", "H", "H", "H", "H", "H", "H", "H", "H", "H", "H"],
  "xyz": [[1.08194, -0.14365, -1.74895], [-0.23768, 0.53239, -1.04343], [-1.33106, 0.52467, -2.18526], [-0.02062, 2.05578, -0.70652], [-0.66016, -0.13920, 0.16299], [-2.19010, 0.10974, 0.93267], [-3.43827, 1.79424, 0.07270], [-3.24077, -1.74494, -0.01268], [0.41691, -0.68444, 1.04634], [1.58214, 0.36258, 1.42646], [-0.19355, -0.92037, 2.42255], [0.92931, -2.02180, 0.45399], [2.01094, 0.32314, -1.30930], [0.99828, -1.20020, -1.70272], [1.16795, 0.31493, -2.72021], [-2.35114, 0.75021, -1.85512], [-1.29862, -0.49893, -2.55620], [-0.96789, 1.12600, -2.96691], [0.73736, 2.12827, 0.01602], [0.30248, 2.69089, -1.51125], [-1.03967, 2.51784, -0.40453], [1.32970, 1.24408, 2.00165], [2.24969, -0.30336, 1.93450], [2.10944, 0.80460, 0.59308], [-1.00512, -1.71977, 2.55767], [-0.61468, 0.06823, 2.82424], [0.49924, -1.08930, 3.18206], [0.11849, -2.52736, -0.00127], [1.82599, -1.73073, -0.22000], [1.22947, -2.62355, 1.31744]],
  "forces_ev_per_a": [[-0.6, 3.5, 1.6], [0.4, 1.6, -2.5], [0.5, -2.2, 1.8], [-2.1, -0.3, -0.4], [-0.8, 0.7, 0.7], [0.5, -1.2, -0.5], [0.0, -0.1, 0.1], [-0.1, 0.5, 0.0], [-0.5, 1.3, 1.0], [-0.5, -1.2, -1.4], [-2.8, 0.9, 0.8], [2.4, 1.9, 0.8], [-0.8, -1.2, 0.1], [0.2, -0.5, -0.6], [-0.6, -0.4, -0.8], [0.6, 0.1, -0.4], [-0.5, -0.2, -0.2], [0.2, 1.1, -0.9], [0.5, 0.4, 1.3], [0.2, -0.1, -0.9], [2.0, -0.8, -0.1], [-0.7, -0.3, 0.6], [0.8, 0.1, 0.6], [0.2, -0.4, -0.4], [1.1, 1.1, -0.6], [0.3, -1.4, -0.7], [1.8, -0.9, 0.9], [-0.6, -0.4, -0.9], [-1.5, -1.4, 1.3], [0.4, -0.1, -0.3]]
}